[1]
41
Properties=species:S:1:pos:R:3:mulliken_charge:R:1 method="wB97M-V/def2-TZVPD" e_tot_ev=-24504.0949 smiles=COC[C@H](C)N.O.O.O.O.O.O.O.O relative_energy_kcal_mol=35.25 homo_energy_ev=-9.194
C 1.48446 -3.31436 -0.43853 -1.765
C 0.89731 -2.13212 0.29670 1.453
C -0.54877 -2.26008 0.62955 -0.961
O -0.97960 -1.05075 1.23791 -0.181
C -2.37352 -0.99888 1.52538 -0.803
N 1.63392 -1.88460 1.55104 -0.754
H 2.45914 -3.03483 -0.83062 0.394
H 0.83165 -3.63966 -1.24978 0.356
H 1.60438 -4.14469 0.25900 0.418
H 1.03283 -1.24060 -0.33664 -0.275
H -0.73957 -3.10627 1.30296 0.480
H -1.11701 -2.44806 -0.30129 0.377
H -2.50548 -0.60507 2.53030 0.230
H -2.81591 -2.00370 1.52016 0.440
H -2.89985 -0.38974 0.78707 0.136
H 2.63151 -1.78471 1.41553 0.303
H 1.30210 -1.04078 2.00358 0.307
O -1.36827 2.08314 -3.03272 -0.725
H -1.99582 2.49409 -2.42139 0.386
H -0.95234 1.38647 -2.51522 0.301
O -0.19577 1.09674 -0.48716 0.156
H -0.31256 0.86488 0.45507 0.109
H -0.10947 0.24056 -0.92897 -0.067
O 2.09708 1.20340 2.20268 -0.684
H 2.84345 0.90583 2.72844 0.320
H 2.25970 0.94364 1.28433 0.327
O -3.29833 2.13648 -0.80603 -0.662
H -4.08057 1.62732 -1.03995 0.306
H -2.62844 1.48521 -0.55322 0.301
O 0.25255 3.98808 -0.09631 -0.642
H 1.11369 4.06214 -0.51611 0.296
H -0.09201 3.13648 -0.40284 0.294
O -0.31061 -0.74088 -2.84749 -0.513
H 0.47889 -0.87170 -3.38260 0.249
H -1.02705 -1.13523 -3.35510 0.252
O 2.85305 1.11096 -0.49087 -0.656
H 3.56193 1.54827 -0.97213 0.271
H 2.11022 1.06332 -1.10560 0.244
O -0.61735 1.84719 2.13494 -0.640
H 0.34409 1.83022 2.28289 0.350
H -0.82368 2.77229 1.96302 0.273

***

[2]
41
Properties=species:S:1:pos:R:3:mulliken_charge:R:1 method="wB97M-V/def2-TZVPD" e_tot_ev=-25059.8006 relative_energy_kcal_mol=105.04 total_charge=-1 homo_energy_ev=-3.824
O 3.43571 33.03144 19.70855 -0.285
H 3.45935 32.07178 19.71779 0.377
H 3.17007 33.30322 18.82698 0.178
H 2.72401 33.33974 20.27426 0.444
C 3.61929 35.18738 15.66874 -1.670
C 3.14595 33.92134 16.34457 1.069
C 4.25376 32.89825 16.50413 -1.065
O 2.30869 34.13594 17.45900 -1.040
H 2.81544 35.92059 15.60306 0.389
H 3.82393 34.97265 14.61987 0.387
H 4.47468 35.71913 16.08544 0.319
H 2.50027 33.58219 15.53453 0.072
H 3.92010 31.86059 16.49781 0.271
H 4.70919 32.95569 17.49275 0.059
H 4.99989 33.01421 15.71804 0.383
C 4.79645 30.00190 19.10671 -0.582
O 3.50839 30.42790 19.37120 -0.599
H 4.82594 28.91397 19.04640 0.229
H 5.25966 30.54770 18.28475 0.016
H 5.44256 30.36710 19.90501 0.148
O 7.71617 32.00713 19.91389 -0.630
H 6.99774 32.12059 20.53615 0.308
H 8.12366 32.87143 19.85761 0.309
O 2.77229 29.59836 21.99627 -0.673
H 3.07804 29.82818 21.11881 0.362
H 2.55205 28.66868 21.93784 0.281
O 6.47920 26.69460 20.19082 -0.625
H 6.83513 27.27007 19.51378 0.338
H 5.62946 26.41770 19.84805 0.285
O 2.03537 30.40658 16.89125 -0.675
H 2.58134 30.74857 17.59921 0.292
H 1.58061 29.65873 17.27874 0.349
O 0.61240 30.07383 19.18130 -0.658
H 0.10311 30.88168 19.11614 0.309
H 1.52209 30.36713 19.23296 0.319
O 5.09921 26.84562 16.91640 -0.613
H 4.34196 26.92146 16.33584 0.311
H 4.98503 26.00024 17.35058 0.301
O 7.47445 32.46128 17.11120 -0.639
H 6.91806 32.05902 17.77816 0.382
H 8.36756 32.30987 17.42051 0.268

***

[3]
55
Properties=species:S:1:pos:R:3:mulliken_charge:R:1 method="wB97M-V/def2-TZVPD" e_tot_ev=-50331.2081 relative_energy_kcal_mol=68.37 total_charge=-1 homo_energy_ev=-7.608
O 1.60647 0.61746 3.43902 -0.609
C 1.30207 -0.00105 2.45499 0.574
O 1.15846 0.50521 1.22706 -0.436
B 0.73229 -0.57575 0.31846 0.939
O 0.58578 -1.78142 1.19228 -0.443
C 0.93180 -1.46651 2.47004 0.680
O 0.83815 -2.26883 3.40383 -0.646
O 1.74805 -0.67728 -0.78680 -0.457
C 1.09101 -0.93017 -1.90921 0.564
O 1.57084 -1.13484 -3.05687 -0.667
C -0.40097 -0.65338 -1.70264 0.680
O -0.49052 -0.28163 -0.48233 -0.497
O -1.30545 -0.71969 -2.52975 -0.689
O 1.85435 -0.41988 -8.82204 -0.640
H 1.39032 0.22084 -9.36092 0.316
H 1.55093 -0.24836 -7.93056 0.324
O -5.59750 -4.13088 -5.52068 -0.625
H -6.19650 -4.87311 -5.60132 0.310
H -4.85050 -4.47726 -5.03257 0.323
O 3.15366 3.82487 -3.41549 -0.636
H 3.74377 4.56641 -3.28086 0.314
H 3.28700 3.26953 -2.64735 0.322
O -0.07896 3.85102 8.34457 -0.631
H 0.58746 3.49559 7.75654 0.311
H -0.33291 3.11034 8.89514 0.320
O 0.89929 -7.15787 5.70055 -0.644
H 1.78832 -6.99081 5.38757 0.317
H 0.47405 -6.30047 5.68428 0.327
O -5.85732 -2.81584 -0.68268 -0.634
H -5.71693 -2.45956 -1.55995 0.320
H -5.82858 -2.05230 -0.10614 0.315
O 5.27568 3.42901 0.46158 -0.622
H 6.08458 3.63030 0.93209 0.311
H 4.66735 3.14123 1.14228 0.313
O 2.98069 0.57252 9.44054 -0.617
H 3.78092 0.73195 9.94101 0.299
H 3.25101 0.64761 8.52538 0.323
O 0.78661 5.45697 2.92104 -0.640
H 0.71326 4.52787 2.70276 0.333
H 1.64420 5.71576 2.58369 0.309
O -3.16420 0.49627 -7.81733 -0.639
H -2.98193 0.40780 -6.88181 0.320
H -3.49425 1.38953 -7.91411 0.318
O 5.34518 -3.03113 -4.16791 -0.641
H 4.52064 -2.59043 -4.37327 0.334
H 6.02067 -2.38597 -4.37701 0.308
O -0.72846 -0.68203 8.28411 -0.647
H 0.11551 -0.32948 8.56640 0.318
H -0.53779 -1.13033 7.46017 0.325
O -3.35981 3.64743 -1.96760 -0.643
H -2.63194 3.79465 -2.57154 0.315
H -3.10119 2.87582 -1.46363 0.330
O -6.62285 -0.39740 -4.25592 -0.644
H -5.87438 0.19920 -4.26614 0.311
H -6.32745 -1.16151 -4.75099 0.323

***

[4]
55
Properties=species:S:1:pos:R:3:mulliken_charge:R:1 method="wB97M-V/def2-TZVPD" e_tot_ev=-50328.3002 relative_energy_kcal_mol=135.42 total_charge=-1 homo_energy_ev=-7.796
O -1.79245 -1.59087 2.60491 -0.736
C -1.33645 -1.06187 1.64891 0.295
O -0.17145 -0.55887 1.59991 -0.335
B 0.01255 -0.02087 0.21991 1.662
O -1.23945 -0.36887 -0.41609 -0.904
C -1.96345 -0.97187 0.36591 0.557
O -3.09345 -1.36987 0.10791 -0.594
O 1.19555 -0.41387 -0.36109 -0.027
C 1.81355 0.58613 -0.69909 0.408
O 2.81055 0.49513 -1.45209 -0.857
C 1.21555 1.78213 -0.29209 0.620
O 0.19355 1.48813 0.35991 -0.658
O 1.90655 2.77813 -0.08109 -0.593
O -4.86745 -1.58387 2.36491 -0.633
H -5.17945 -0.74287 2.70991 0.292
H -3.91645 -1.61187 2.35891 0.314
O 1.25955 -3.36687 -0.73609 -0.569
H 1.02455 -2.55487 -1.03209 0.290
H 1.84755 -3.81487 -1.29309 0.261
O -2.97345 -4.03687 4.03791 -0.619
H -3.49645 -4.00087 4.82991 0.289
H -2.63745 -3.13187 3.74191 0.410
O 4.33755 3.92013 -1.66409 -0.643
H 4.55655 3.82813 -0.69909 0.284
H 4.39755 3.13513 -2.38109 0.375
O 5.39355 -0.71987 -1.98809 -0.672
H 4.42655 -0.63387 -1.80109 0.395
H 5.86555 -0.51987 -1.13609 0.294
O 2.26155 -2.45487 2.13591 -0.697
H 2.07455 -1.50887 2.00691 0.345
H 1.60255 -2.90887 1.58191 0.309
O -3.60945 1.60713 -1.15909 -0.678
H -3.16645 0.73113 -1.01009 0.402
H -4.05545 1.97913 -0.40109 0.290
O 3.63755 1.85213 -3.79409 -0.757
H 3.10955 1.40913 -3.02709 0.413
H 4.20155 0.96513 -4.08909 0.336
O -2.53045 -2.91887 -2.92109 -0.677
H -2.61545 -3.17487 -2.06209 0.330
H -3.21945 -3.47187 -3.30509 0.314
O 2.01555 6.00413 0.84891 -0.608
H 1.08255 5.84113 0.44391 0.312
H 2.56955 5.32413 0.92391 0.289
O 2.95555 0.70913 2.14191 -0.555
H 2.52455 1.18913 3.05091 0.292
H 3.55455 1.18713 1.60791 0.276
O 2.77455 3.86313 2.45691 -0.672
H 2.47655 3.61713 3.40491 0.277
H 2.54055 3.14313 1.83491 0.397
O -5.76945 -1.85987 -0.68709 -0.692
H -5.68545 -1.37387 -1.45809 0.379
H -4.94945 -1.54887 -0.12309 0.484
O -4.58145 -0.82887 -2.84909 -0.636
H -3.96545 -1.58387 -2.68809 0.386
H -4.82245 -0.72587 -3.78309 0.240

***

[5]
42
Properties=species:S:1:pos:R:3:mulliken_charge:R:1 method="wB97M-V/def2-TZVPD" e_tot_ev=-25075.2108 smiles=CO.CO.CO.CO.O.O.O.O.O.O relative_energy_kcal_mol=46.76 homo_energy_ev=-9.563
C -0.98636 3.84834 2.23593 -0.666
O -0.56886 3.61042 0.90116 -0.438
H -2.04623 4.06831 2.36392 0.256
H -0.76391 2.99007 2.86997 0.272
H -0.53140 4.68111 2.77221 0.297
H -1.04032 2.84204 0.57112 0.282
C 1.76974 -3.45896 -1.59709 -0.704
O 0.94818 -2.34393 -1.40095 -0.498
H 2.85575 -3.40127 -1.52384 0.252
H 1.56929 -4.08509 -0.72768 0.254
H 1.55061 -4.11212 -2.44175 0.303
H 1.48434 -1.56294 -1.24544 0.444
C -4.50743 1.72479 0.42451 -0.584
O -3.44832 2.43800 -0.28541 -0.439
H -4.12840 0.89302 1.01829 0.121
H -5.12614 2.35463 1.06373 0.288
H -5.08664 1.25349 -0.36952 0.319
H -2.92675 1.73068 -0.67174 0.273
C 2.15694 -1.48041 1.95253 -0.295
O 3.54973 -1.62666 1.48717 -0.570
H 1.58112 -2.02781 1.20628 0.077
H 1.85373 -1.74235 2.96622 0.343
H 1.85729 -0.43360 1.90259 0.189
H 3.68576 -2.49033 1.09074 0.322
O -1.36541 1.22222 -2.57440 -0.652
H -1.08454 0.30994 -2.64580 0.321
H -0.96310 1.65674 -3.32644 0.291
O 0.35314 0.64929 -0.29811 -0.282
H -0.14676 1.13763 -0.95222 0.197
H -0.28030 0.04146 0.08339 0.182
O -2.01726 -0.56995 1.11608 -0.582
H -1.54322 -1.38234 1.29369 0.309
H -2.88480 -0.85594 0.83005 0.304
O 2.87517 -0.47651 -1.11369 -0.793
H 3.07838 -0.25752 -0.20430 0.312
H 3.68286 -0.86118 -1.45414 0.310
O 2.89541 1.88581 -2.47664 -0.626
H 3.34360 1.11949 -2.11872 0.367
H 1.98963 1.79387 -2.18109 0.304
O -0.66195 -2.79242 0.77552 -0.664
H -0.63013 -3.74910 0.77482 0.279
H -0.34239 -2.54105 -0.09104 0.325

***

[6]
46
Properties=species:S:1:pos:R:3:mulliken_charge:R:1 method="wB97M-V/def2-TZVPD" e_tot_ev=-29563.8564 smiles="CNCC(=O)NCN.O.O.O.O.O.O.O.O.O" relative_energy_kcal_mol=57.90 homo_energy_ev=-8.849
O -1.18937 -0.84703 2.78470 -0.764
C -0.12566 -0.39071 2.35744 -0.225
N 0.59565 0.44354 3.13995 -0.075
C 1.95356 0.93513 2.86831 -0.471
N 2.20101 1.58340 1.62005 -0.337
C 0.32517 -0.84917 1.00597 -0.817
N -0.24558 -0.00106 -0.05235 0.158
C -0.37867 -0.70942 -1.33274 -1.262
H 0.27194 0.48039 4.09459 0.282
H 2.61735 0.06557 2.99628 0.297
H 2.23193 1.65588 3.64437 0.413
H 1.79100 2.49277 1.46692 0.307
H 2.00474 1.01054 0.81417 -0.133
H 0.06839 -1.90612 0.91535 0.726
H 1.40713 -0.98174 0.83510 0.756
H 0.25862 0.87033 -0.11775 0.300
H -0.05208 -1.74391 -1.29464 0.331
H -1.37715 -0.66915 -1.75995 0.101
H 0.29133 -0.22900 -2.04591 0.653
H -3.39462 0.89242 -1.34116 0.445
H -3.94493 0.69774 -2.71879 0.253
O -3.33993 1.28816 -2.25560 -0.677
H 0.74206 2.22207 -2.20116 0.317
H 2.28203 2.74935 -1.50972 0.271
O 1.63761 2.14775 -1.86019 -0.575
H 2.61946 -0.11716 -0.87023 0.305
H 3.07916 -0.22536 -2.33457 0.300
O 2.92491 -0.73737 -1.53551 -0.679
H -2.21201 3.06663 -1.99053 0.310
H -1.18157 3.67513 -1.18325 0.276
O -1.34616 3.49848 -2.11379 -0.608
H 2.47393 -2.66295 3.33192 0.259
H 3.69998 -2.12531 2.49456 0.282
O 2.87458 -1.89145 2.92473 -0.592
H 1.70146 -2.38498 -1.81566 0.345
H 1.90637 -3.82919 -2.31379 0.293
O 1.32080 -3.27279 -1.79421 -0.643
H -3.65354 -1.00330 -0.02099 0.391
H -2.83109 0.28907 0.36002 0.319
O -3.67488 -0.03383 0.00938 -0.774
H -2.22312 -1.59028 1.29115 0.279
H -3.09793 -2.85130 1.41849 0.280
O -2.46023 -2.42240 0.84020 -0.624
H -1.44689 0.72204 -3.40882 0.351
H -0.96715 2.04535 -4.01120 0.293
O -0.65727 1.19723 -3.68421 -0.636

***

[7]
44
Properties=species:S:1:pos:R:3:mulliken_charge:R:1 method="wB97M-V/def2-TZVPD" e_tot_ev=-25454.5881 relative_energy_kcal_mol=26.37 total_charge=+2 homo_energy_ev=-14.438
C 0.77354 1.63330 -0.23418 -0.619
C 0.03712 0.61717 -1.09081 -0.687
C -0.05018 -0.79319 -0.55310 0.784
C -0.76533 -0.89226 0.63340 -1.590
N -0.94205 -2.08800 1.47384 -0.082
N 0.49840 -1.81154 -1.23863 -0.335
N -0.16906 2.57100 0.42577 -0.154
H 1.46190 1.18679 0.49206 0.370
H 1.42464 2.19566 -0.94281 0.281
H 0.51276 0.58917 -2.12759 0.440
H -0.95324 1.02024 -1.42916 0.337
H -1.21678 -0.01784 1.09634 0.510
H -1.18687 -1.88143 2.42955 0.370
H -1.59175 -2.81092 1.10675 0.441
H 0.05625 -2.50005 1.46402 0.399
H 0.80776 -2.67223 -0.73083 0.155
H 1.22116 -1.72893 -1.96291 0.395
H -0.50895 3.38249 -0.16940 0.412
H 0.33765 3.10510 1.16638 0.435
H -1.01485 2.13122 0.75801 0.297
H 3.57348 4.48449 0.88657 0.320
H 3.79239 3.88809 -0.51430 0.332
O 3.52312 3.63378 0.37304 -0.634
H 0.93982 5.17964 1.90190 0.270
H -0.29353 5.20355 2.81084 0.301
O 0.11799 4.72350 2.08720 -0.607
H -2.92531 -1.69328 -0.33824 0.301
H -3.47948 -3.14320 -0.65615 0.333
O -3.17082 -2.54385 0.03282 -0.652
H 0.78577 -4.81376 0.44219 0.309
H 0.05922 -4.97811 1.72877 0.304
O 0.43473 -4.28676 1.17750 -0.624
H -2.67616 2.13435 3.03608 0.293
H -2.36865 3.29698 2.14942 0.305
O -2.01699 2.42570 2.39316 -0.644
H -2.01049 2.71733 -3.02171 0.278
H -2.92349 2.35218 -1.78639 0.291
O -2.02156 2.41015 -2.10167 -0.591
H 3.82374 -2.56618 -2.55434 0.322
H 3.21409 -1.65041 -1.46690 0.303
O 3.02181 -2.43691 -2.00216 -0.653
H 1.34047 -4.92718 -2.05307 0.306
H -0.07611 -5.63301 -1.67626 0.285
O 0.60384 -5.01286 -1.41495 -0.610

***

[8]
46
Properties=species:S:1:pos:R:3:mulliken_charge:R:1 method="wB97M-V/def2-TZVPD" e_tot_ev=-30674.4879 spin_multiplicity=2 total_charge=-1 homo_energy_ev="-6.179 / -6.177" s2=0.76
C 1.50182 -0.00024 0.91577 -0.333
C 0.67728 0.47919 2.08140 0.168
C 1.44066 0.48458 3.46506 -0.486
O 2.91512 0.77774 3.28692 -0.536
N 1.39592 0.78761 -0.33266 0.394
C 0.38788 1.81637 -0.33008 -0.872
O -0.94468 1.18219 -0.32638 -0.141
H 1.24510 -0.97886 0.70828 0.415
H 2.57186 -0.04115 1.18132 0.149
H 0.05040 1.38682 2.10737 0.478
H -0.25787 -0.24412 2.31776 -0.296
H 1.17684 1.59611 3.96386 0.265
H 1.48275 -0.43355 4.05483 0.302
H 1.13621 0.06789 -1.16343 -0.266
H 0.39406 2.38634 -1.23526 0.421
H 0.37115 2.41568 0.56677 0.547
H -1.10406 0.51642 -1.14703 0.301
H -0.72448 -0.74812 -2.39006 0.451
O -1.73410 -0.35019 -2.13716 -0.875
H -2.14419 2.24647 -0.11764 0.410
H -3.51094 1.77486 0.00095 0.321
O -3.00460 2.63799 -0.04555 -0.748
H -2.32638 -0.85992 -1.63677 0.376
H -4.41457 -1.50710 -0.77528 0.051
O -3.59654 -1.25927 -0.44802 -0.935
H -1.47626 -3.42792 0.70826 0.229
H -2.82697 -2.47097 0.08356 0.436
O -2.38437 -3.12648 0.78048 -0.700
H -3.24918 -0.52913 0.78031 0.447
H -1.94422 0.20816 0.98381 0.414
O -2.68724 0.01009 1.49941 -0.843
H -1.96915 -0.65139 3.09585 0.328
H -2.51555 -2.02855 2.69638 0.373
O -1.95505 -1.59373 3.36224 -0.695
H 4.39126 1.09019 -0.73489 0.291
H 3.32063 0.16318 2.70661 0.334
O 4.44110 0.88418 -1.65152 -0.660
H 2.10122 0.94200 -3.58922 0.284
H 0.76465 0.44720 -3.64479 0.445
O 1.47888 0.83096 -4.28480 -0.714
H 3.46728 -1.94306 -2.08315 0.222
H 3.62336 0.29668 -1.74398 0.403
O 2.72152 -1.49964 -1.66420 -0.738
H 0.17686 -1.17251 -3.57733 0.267
H 1.72852 -1.47349 -2.18756 0.310
O 0.58050 -0.89644 -2.67062 -0.992